{
  "formula": "C6H78NO33",
  "method": "wB97M-V/def2-TZVPD",
  "e_homo_ev": -11.74,
  "e_lumo_ev": -2.980,
  "charge": 1,
  "gap_ev": 8.8,
  "relative_energy_ev": 0.000,
  "elements": ["C", "O", "C", "C", "N", "H", "H", "C", "C", "O", "C", "H", "H", "H", "H", "H", "H", "H", "H", "H", "H", "H", "H", "H", "H", "O", "H", "H", "O", "H", "H", "O", "H", "H", "O", "H", "H", "O", "H", "H", "O", "H", "H", "O", "H", "H", "O", "H", "H", "O", "H", "H", "O", "H", "H", "O", "H", "H", "O", "H", "H", "O", "H", "H", "O", "H", "H", "O", "H", "H", "O", "H", "H", "O", "H", "H", "O", "H", "H", "O", "H", "H", "O", "H", "H", "O", "H", "H", "O", "H", "H", "O", "H", "H", "O", "H", "H", "O", "H", "H", "O", "H", "H", "O", "H", "H", "O", "H", "H", "O", "H", "H", "O", "H", "H", "O", "H", "H"],
  "coordinates": [[4.23, 0.64, 2.12], [2.79, 0.59, 2.22], [2.23, 0.85, 1.04], [0.82, 0.19, 1.01], [-0.02, 0.54, -0.20], [0.11, 1.59, -0.43], [0.14, -0.17, -0.84], [-1.39, 0.34, -0.15], [-1.97, -0.02, -1.48], [-3.25, -0.49, -1.16], [-3.86, -0.99, -2.33], [4.69, 0.62, 3.11], [4.52, 1.40, 1.35], [4.61, -0.16, 1.61], [2.82, 0.37, 0.29], [2.14, 2.01, 0.79], [0.14, 0.61, 1.89], [1.11, -0.93, 1.34], [-1.99, 1.12, 0.25], [-1.78, -0.41, 0.59], [-1.50, -0.68, -2.17], [-2.08, 0.87, -2.07], [-3.97, -0.13, -3.10], [-4.85, -1.24, -1.97], [-3.57, -2.06, -2.61], [-5.78, 1.59, -3.47], [-4.75, 1.86, -3.72], [-5.83, 2.19, -2.82], [-4.43, -2.75, -5.14], [-4.94, -2.18, -5.59], [-3.62, -2.36, -5.27], [2.91, 1.07, 5.17], [2.89, 1.28, 4.20], [3.17, 0.16, 5.04], [0.32, 3.36, 2.23], [-0.30, 3.90, 1.81], [-0.30, 3.09, 3.04], [-3.01, 2.61, -3.87], [-2.20, 2.43, -4.36], [-2.75, 3.18, -3.04], [3.51, -2.13, -1.31], [3.64, -2.04, -0.31], [3.24, -3.01, -1.39], [-4.31, -4.54, -2.89], [-4.51, -3.91, -3.68], [-4.67, -4.10, -2.06], [2.93, 4.41, 3.07], [2.21, 3.80, 2.91], [2.56, 5.31, 2.83], [6.10, 2.75, 3.94], [6.91, 3.05, 4.47], [6.27, 1.85, 4.11], [-3.85, -1.85, 2.91], [-4.40, -1.28, 2.28], [-3.16, -1.19, 3.01], [-5.55, 1.13, -0.35], [-6.49, 0.90, -0.54], [-4.98, 0.94, -1.12], [0.69, 2.99, -1.07], [0.94, 3.81, -0.53], [0.99, 3.38, -2.01], [1.21, -0.92, -2.20], [1.99, -1.31, -1.69], [1.58, -0.40, -3.08], [-0.53, -2.86, -0.33], [0.14, -3.13, 0.42], [-1.32, -3.36, -0.45], [-4.03, 2.21, 1.73], [-4.40, 2.69, 2.38], [-4.62, 1.96, 1.01], [0.08, -2.69, -3.82], [0.27, -2.29, -2.98], [-0.45, -3.45, -3.80], [-2.32, 4.24, 1.09], [-2.83, 4.82, 0.60], [-2.81, 3.44, 1.32], [-2.03, 0.05, 3.04], [-2.65, 0.62, 2.82], [-1.82, 0.29, 3.86], [-4.66, -3.19, -0.35], [-4.34, -2.35, -0.13], [-4.39, -3.76, 0.49], [0.92, -3.83, 1.48], [0.31, -4.06, 2.09], [1.20, -4.62, 1.18], [7.48, 2.19, 1.16], [7.16, 2.48, 2.01], [7.91, 2.96, 0.76], [-7.31, -2.52, -1.20], [-7.76, -2.62, -0.40], [-6.54, -2.78, -0.81], [-2.16, -1.00, -4.97], [-1.51, -1.43, -4.50], [-2.08, -1.04, -5.95], [-1.99, 3.50, -1.55], [-2.34, 3.73, -0.63], [-1.04, 3.69, -1.53], [3.66, 1.01, -2.35], [4.14, 0.29, -2.11], [4.13, 1.77, -2.01], [3.98, -1.42, 4.21], [4.90, -1.35, 4.33], [3.80, -1.75, 3.43], [6.89, -0.57, 0.34], [7.12, 0.34, 0.37], [6.30, -0.77, -0.28], [-6.26, -0.57, -5.19], [-6.07, 0.02, -4.40], [-6.55, -1.20, -4.53], [6.10, 0.08, 4.68], [6.97, -0.24, 4.23], [6.09, -0.03, 5.55], [7.22, -2.46, 2.24], [6.34, -2.78, 2.24], [7.06, -1.59, 1.64], [3.55, -2.40, 1.53], [4.03, -3.04, 1.96], [2.68, -2.79, 1.41]]
}

{
  "formula": "C6H7BF4N4Pt",
  "method": "wB97M-V/def2-TZVPD",
  "e_homo_ev": [-17.44, -17.43],
  "spin_multiplicity": 5,
  "e_lumo_ev": [-9.689, -13.057],
  "charge": 2,
  "gap_ev": [7.8, 4.4],
  "elements": ["Pt", "N", "C", "C", "N", "C", "C", "N", "C", "C", "N", "H", "H", "H", "H", "H", "H", "F", "B", "F", "F", "F", "H"],
  "coordinates": [[1.49, 0.41, 1.39], [-1.95, -1.37, 0.36], [-2.54, -1.08, 1.56], [-1.58, -0.40, 2.27], [-0.43, -0.27, 1.53], [-0.68, -0.87, 0.39], [0.29, -0.93, -0.64], [1.48, -0.40, -0.49], [2.15, -0.65, -1.66], [1.35, -1.34, -2.54], [0.16, -1.52, -1.87], [-2.38, -1.87, -0.41], [-3.55, -1.37, 1.80], [-1.65, 0.00, 3.27], [3.17, -0.32, -1.81], [1.51, -1.72, -3.54], [-0.66, -1.99, -2.23], [-0.45, 4.04, 1.12], [0.35, 3.35, 0.12], [0.84, 2.10, 0.66], [1.48, 4.19, -0.26], [-0.46, 3.09, -1.06], [2.07, -1.07, 2.03]]
}

{
  "formula": "C6H7BO6",
  "method": "wB97M-V/def2-TZVPD",
  "e_homo_ev": -10.62,
  "smiles": "CCOB(O)C1=C(O)C(=O)OC1=O",
  "e_lumo_ev": -0.859,
  "charge": 0,
  "gap_ev": 9.8,
  "elements": ["C", "C", "O", "B", "O", "C", "C", "O", "C", "O", "O", "C", "O", "H", "H", "H", "H", "H", "H", "H"],
  "coordinates": [[3.24, -0.08, 0.00], [1.95, -0.56, 0.65], [1.10, 0.55, 1.02], [0.20, 1.02, 0.11], [0.53, 2.09, -0.67], [-1.27, 0.42, 0.05], [-1.74, -0.81, -0.14], [-1.06, -1.94, -0.39], [-3.22, -0.84, 0.12], [-3.94, -1.77, 0.27], [-3.62, 0.47, 0.27], [-2.48, 1.28, 0.17], [-2.57, 2.46, 0.10], [4.10, -0.63, 0.40], [3.40, 0.98, 0.21], [3.24, -0.21, -1.08], [2.15, -1.10, 1.57], [1.40, -1.24, -0.01], [-0.07, 2.25, -1.40], [-1.36, -2.32, -1.23]]
}

{
  "formula": "C6H7Br2N4",
  "method": "wB97M-V/def2-TZVPD",
  "e_homo_ev": -12.68,
  "e_lumo_ev": -5.069,
  "charge": 1,
  "gap_ev": 7.6,
  "relative_energy_ev": 6.793,
  "elements": ["C", "C", "C", "C", "C", "C", "N", "N", "N", "N", "Br", "Br", "H", "H", "H", "H", "H", "H", "H"],
  "coordinates": [[-1.58, -1.70, -1.39], [-1.54, -0.44, -0.83], [0.34, -2.42, -0.51], [0.53, -1.09, 0.06], [2.40, 0.54, 0.86], [-0.08, 1.07, 0.58], [-0.63, -2.65, -1.33], [-0.39, -0.18, -0.12], [-0.48, 1.12, 1.87], [1.36, 1.41, 0.31], [3.60, 0.14, -0.40], [-0.91, 2.87, -0.62], [-2.54, -2.04, -1.92], [-2.24, 0.30, -0.96], [1.09, -3.33, -0.42], [-0.51, 1.93, 2.46], [-1.26, 0.57, 2.21], [1.50, 2.29, 0.84], [1.33, 1.61, -0.68]]
}

{
  "formula": "C6H7BrO",
  "method": "wB97M-V/def2-TZVPD",
  "e_homo_ev": [-7.66, -7.76],
  "e_lumo_ev": [0.268, 0.426],
  "charge": 0,
  "gap_ev": [7.9, 8.2],
  "relative_energy_ev": 4.804,
  "elements": ["C", "C", "C", "C", "C", "C", "O", "Br", "H", "H", "H", "H", "H", "H", "H"],
  "coordinates": [[-1.01, 1.00, 0.77], [-0.26, 0.66, 1.79], [0.18, 0.19, -1.35], [1.19, -0.54, -0.40], [-1.10, 0.03, -0.35], [0.28, -1.36, 0.49], [-1.00, -1.26, 0.01], [0.49, 1.19, 3.35], [-1.43, 1.91, 0.46], [0.47, 1.32, -1.48], [0.02, -0.22, -2.30], [1.84, -1.06, -1.09], [1.82, 0.25, 0.08], [-2.00, 0.13, -0.95], [0.51, -2.25, 0.98]]
}

{
  "formula": "C6H7Cl2N2",
  "method": "wB97M-V/def2-TZVPD",
  "e_homo_ev": -12.91,
  "e_lumo_ev": -4.149,
  "charge": 1,
  "gap_ev": 8.8,
  "relative_energy_ev": 5.731,
  "elements": ["C", "C", "C", "C", "C", "C", "N", "N", "Cl", "Cl", "H", "H", "H", "H", "H", "H", "H"],
  "coordinates": [[0.93, 1.55, 1.36], [0.55, 2.48, 0.41], [0.74, 0.16, 1.08], [0.07, -0.05, -0.18], [-0.21, 0.84, -1.16], [-1.45, -2.46, -1.86], [0.14, 2.03, -0.77], [1.24, -0.77, 1.87], [-0.42, -1.95, -0.53], [-3.22, -2.00, -1.50], [1.18, 1.84, 2.30], [0.45, 3.51, 0.66], [-1.23, -1.86, -2.71], [-1.18, -3.56, -1.88], [-0.10, 2.71, -1.52], [1.39, -0.73, 2.86], [1.12, -1.74, 1.56]]
}

{
  "formula": "C6H7Cl2N3O4",
  "method": "wB97M-V/def2-TZVPD",
  "e_homo_ev": -9.43,
  "smiles": "[H]/N=C\\[C@@](Cl)(/C=C\\C/C(Cl)=[N+](\\[O-])O)[N+](=O)[O-]",
  "e_lumo_ev": -0.447,
  "charge": 0,
  "gap_ev": 9.0,
  "relative_energy_ev": 6.723,
  "elements": ["H", "N", "C", "C", "Cl", "C", "C", "C", "C", "Cl", "N", "O", "O", "N", "O", "O", "H", "H", "H", "H", "H", "H"],
  "coordinates": [[-1.84, -0.37, -2.94], [-2.03, -0.72, -1.96], [-0.98, -0.70, -1.29], [0.37, -0.16, -1.71], [0.21, 1.52, -2.39], [1.33, -0.18, -0.58], [1.20, 0.54, 0.51], [0.24, 1.53, 0.99], [-0.36, 1.11, 2.25], [-0.67, 2.15, 3.57], [-0.68, -0.11, 2.36], [-0.42, -1.03, 1.61], [-1.30, -0.54, 3.58], [0.80, -1.06, -2.87], [1.74, -1.77, -2.60], [0.29, -0.95, -3.95], [-0.85, -1.32, -0.45], [2.19, -0.87, -0.70], [1.81, 0.21, 1.33], [0.78, 2.35, 1.24], [-0.48, 1.89, 0.31], [-1.36, -1.52, 3.71]]
}

{
  "formula": "C6H7Cl2P",
  "method": "wB97M-V/def2-TZVPD",
  "e_homo_ev": -8.59,
  "smiles": "CC1=C[C@H](Cl)[C@@H](Cl)P=C1",
  "e_lumo_ev": -0.936,
  "charge": 0,
  "gap_ev": 7.7,
  "relative_energy_ev": 1.325,
  "elements": ["C", "C", "C", "C", "Cl", "C", "Cl", "P", "C", "H", "H", "H", "H", "H", "H", "H"],
  "coordinates": [[-2.32, -0.45, -0.39], [-0.82, 0.14, -0.38], [-0.30, 0.41, 0.83], [1.04, 0.81, 1.13], [1.38, 2.33, 0.21], [2.12, -0.31, 0.16], [2.05, -1.89, 1.00], [1.67, -0.30, -1.61], [0.02, 0.05, -1.53], [-2.71, -0.10, 0.60], [-2.17, -1.53, -0.55], [-2.81, -0.01, -1.18], [-1.10, 0.40, 1.69], [1.33, 0.77, 2.10], [3.18, -0.09, 0.37], [-0.56, -0.24, -2.44]]
}

{
  "formula": "C6H7ClN2O3",
  "method": "wB97M-V/def2-TZVPD",
  "e_homo_ev": [-8.90, -8.90],
  "e_lumo_ev": [-1.411, -1.412],
  "charge": 0,
  "gap_ev": [7.5, 7.5],
  "relative_energy_ev": 6.042,
  "elements": ["C", "C", "C", "C", "C", "C", "N", "N", "O", "O", "O", "Cl", "H", "H", "H", "H", "H", "H", "H"],
  "coordinates": [[1.65, 0.72, -0.39], [1.39, -0.52, -1.08], [0.92, 0.95, 0.68], [-0.37, 0.21, 0.94], [-0.87, -0.55, -0.34], [-2.05, -1.46, -0.36], [0.30, -1.27, -0.90], [1.16, 2.18, 1.42], [0.29, -2.43, -1.37], [2.22, 2.77, 1.20], [0.30, 2.51, 2.24], [-1.20, 0.71, -1.64], [2.44, 1.45, -0.68], [2.14, -0.93, -1.59], [-0.21, -0.38, 1.82], [-1.09, 1.15, 1.23], [-2.69, -1.19, 0.36], [-1.67, -2.46, -0.23], [-2.67, -1.45, -1.31]]
}

{
  "formula": "C6H7ClN2O4S",
  "method": "wB97M-V/def2-TZVPD",
  "e_homo_ev": -9.96,
  "smiles": "COC(=O)C1=NC=CCN1S(=O)(=O)Cl",
  "e_lumo_ev": -0.795,
  "charge": 0,
  "gap_ev": 9.2,
  "relative_energy_ev": 0.000,
  "elements": ["C", "O", "C", "O", "C", "N", "C", "C", "C", "N", "S", "O", "O", "Cl", "H", "H", "H", "H", "H", "H", "H"],
  "coordinates": [[3.21, -1.66, -0.83], [2.26, -0.58, -0.78], [1.53, -0.48, 0.30], [1.71, -1.11, 1.29], [0.46, 0.49, 0.18], [0.40, 1.43, -0.60], [-0.66, 2.28, -0.68], [-1.73, 2.08, 0.09], [-1.87, 1.08, 1.16], [-0.86, -0.01, 1.04], [-1.47, -1.26, 0.29], [-2.70, -1.61, 0.95], [-0.48, -2.22, -0.08], [-2.15, -0.61, -1.43], [3.44, -1.79, -1.87], [2.56, -2.38, -0.21], [4.20, -1.36, -0.42], [-0.69, 2.93, -1.46], [-2.56, 2.66, -0.08], [-1.76, 1.52, 2.14], [-2.84, 0.61, 1.01]]
}

Number 1: total energy -76533.283 eV, molecular weight 692.66 g mol⁻¹. Number 2: total energy -27068.840 eV, molecular weight 417.03 g mol⁻¹. Number 3: total energy -19298.893 eV, molecular weight 185.93 g mol⁻¹. Number 4: total energy -152367.113 eV, molecular weight 294.96 g mol⁻¹. Number 5: total energy -78420.636 eV, molecular weight 175.03 g mol⁻¹. Number 6: total energy -34349.514 eV, molecular weight 178.04 g mol⁻¹. Number 7: total energy -44031.964 eV, molecular weight 256.05 g mol⁻¹. Number 8: total energy -40666.240 eV, molecular weight 181.00 g mol⁻¹. Number 9: total energy -27974.270 eV, molecular weight 190.59 g mol⁻¹. Number 10: total energy -40860.151 eV, molecular weight 238.65 g mol⁻¹.